Here is a structure of composition C34H37N6Tl from OMol25. Energies are from the ωB97M-V functional and the def2-TZVPD basis.

Output
- Electronic energy: -1818.8008 a.u.
- M: 734.10 g mol⁻¹
- Maximum force: 0.81 eV Å⁻¹
- Energy relative to the best compared isomer or geometry (same formula, charge and spin): 15.0 kcal per mole

Geometry as ORCA input:
```
! RIJCOSX wB97M-V def2-TZVPD def2/J DEFGRID3
* xyz 0 1
Tl -0.121 0.466 -0.951
C 2.197 0.631 -4.053
C 2.914 1.310 -2.923
C 4.301 1.296 -2.820
C 4.894 1.936 -1.746
C 4.097 2.590 -0.824
C 2.716 2.579 -1.007
N 2.154 1.939 -2.028
C 1.813 3.338 -0.098
C 2.316 4.465 0.548
C 1.479 5.181 1.378
C 0.171 4.776 1.523
C -0.289 3.659 0.822
N 0.538 2.945 0.034
C -1.722 3.278 0.932
C -2.554 3.871 1.880
C -3.889 3.520 1.924
C -4.376 2.604 1.012
C -3.493 2.054 0.090
C -3.963 1.056 -0.930
N -2.202 2.379 0.071
H 2.900 0.221 -4.776
H 1.537 1.345 -4.545
H 1.568 -0.173 -3.663
H 4.899 0.784 -3.561
H 5.970 1.926 -1.626
H 4.541 3.079 0.031
H 3.329 4.798 0.376
H 1.845 6.057 1.898
H -0.493 5.349 2.152
H -2.169 4.597 2.581
H -4.547 3.968 2.658
H -5.421 2.322 1.011
H -5.011 1.216 -1.183
H -3.843 0.046 -0.534
H -3.354 1.134 -1.828
C -0.993 -4.556 -3.311
C -1.427 -3.194 -3.845
C -2.914 -3.212 -4.219
C -0.592 -2.825 -5.070
N -1.123 -2.160 -2.841
N -1.600 -2.353 -1.526
H -0.989 -5.294 -4.114
H -1.665 -4.908 -2.527
H 0.014 -4.484 -2.896
H -3.132 -4.023 -4.917
H -3.201 -2.270 -4.691
H -3.541 -3.353 -3.335
H -0.799 -3.507 -5.896
H 0.469 -2.870 -4.824
H -0.821 -1.807 -5.395
H -1.483 -1.268 -3.163
H -0.993 -3.008 -1.051
H -2.551 -2.714 -1.496
N 0.812 -0.248 1.100
C 0.818 -0.796 2.227
C -0.271 -0.531 3.249
C -0.813 -1.533 4.051
C -1.871 -1.260 4.908
C -2.402 0.018 4.979
C -1.872 1.024 4.181
C -0.820 0.747 3.323
C 1.891 -1.781 2.629
C 2.296 -1.948 3.953
C 3.277 -2.872 4.285
C 3.878 -3.637 3.298
C 3.506 -3.454 1.972
C 2.525 -2.533 1.643
H -0.410 -2.537 3.998
H -2.285 -2.050 5.522
H -3.227 0.228 5.649
H -2.288 2.023 4.224
H -0.396 1.517 2.691
H 1.846 -1.342 4.729
H 3.569 -2.997 5.321
H 4.637 -4.365 3.557
H 3.982 -4.036 1.192
H 2.230 -2.376 0.613
*
```